Record 1
# C28H44BBr3ClN6O5S2

2 unconnected molecules or ions with the total composition C28H44BBr3ClN6O5S2 (ωB97M-V/def2-TZVPD, OMol25).

The frontier orbital gap is 7.0260 eV. The value obtained for the LUMO energy is -0.1508 Eh. The calculation puts the HOMO energy at -11.130 eV. As for the net charge: +1.

```
90
C28H44BBr3ClN6O5S2 ωB97M-V/def2-TZVPD
C 0.09286 -0.27607 -0.02967
H -1.96175 -0.91633 -2.89682
C -1.82337 -5.78334 1.12402
H -0.87272 -2.21194 -2.41881
H -3.99009 -6.55380 -1.36247
H 1.15929 5.46013 0.03302
H -1.83325 3.88397 -4.01831
C -0.19960 3.21131 -2.79506
O 1.79539 -2.09129 -5.21053
H 3.67888 2.16586 3.19468
H 0.43970 3.38278 5.95419
H -1.91841 2.99860 -0.09651
H 0.94531 4.03254 1.33846
C -3.53017 -6.56003 -0.38272
C 0.17661 -1.67524 0.66915
H -1.20995 2.28941 -4.39303
H 1.37369 2.80255 2.46924
S -0.85442 -1.80346 -4.74285
Br -3.09661 -2.15868 -0.62807
Br 0.23001 -2.98393 3.15823
H -0.94692 -5.17950 1.32111
O -3.58737 0.47415 -0.54090
C 2.75179 -2.95602 -4.82498
H -1.04376 4.51905 -0.05631
H 3.64539 3.07601 -2.03847
N 0.95269 -3.66298 -3.91916
H 1.61662 1.55317 -2.53137
H -1.40468 -3.00145 1.37844
H -2.78680 -1.87259 2.67185
H -2.00077 -5.15710 -0.92319
C -2.41356 -5.77363 -0.13337
C -0.94561 -1.29858 -2.99150
H 1.31773 5.49298 -1.71314
B 2.13473 3.63795 -0.87649
C 0.63952 3.06153 1.70889
C -0.87615 -2.13223 1.74624
N 0.59896 2.09537 0.63096
C -4.05381 -7.35819 0.62466
N -0.24087 3.14295 -1.42146
H 1.16123 -1.75034 1.11812
C 4.16273 1.69101 2.33907
C -3.46449 -7.36763 1.88146
H -3.87417 -7.99020 2.66583
H 1.42747 2.66973 4.69422
H -2.25612 2.50407 -2.96262
C -1.47456 2.95642 -3.57100
H -0.39293 0.74785 -2.90075
H 2.73918 -0.47731 0.87609
H -1.88999 -6.58737 3.11174
O 0.84546 3.45358 -3.37434
H 3.78485 1.42286 0.39791
C 0.69200 -2.60310 -4.60625
N 3.21741 1.54441 1.22557
C 1.80865 5.16653 -0.79259
N 2.31332 -3.88938 -4.05586
H -1.55912 3.14856 4.78286
H -1.49929 0.97632 0.66271
H 2.73267 5.73908 -0.69816
C -2.67400 -0.27952 -0.45918
H -1.54449 -0.94077 3.45305
H -1.24428 1.09860 -1.01339
H 3.76369 -2.80028 -5.16168
C 0.91528 2.50284 -0.72453
Br 0.31130 -3.29451 -0.47448
C -1.37894 3.71438 -0.71543
H 0.86424 -0.25941 -3.48482
H -0.70254 1.73500 4.23364
C 0.08156 -0.21560 -2.72942
H -2.07293 4.16010 -1.42214
C 2.32641 0.39406 1.38970
O 0.11359 0.58310 2.21484
C -1.90688 -1.25891 2.47651
C -0.69424 2.82504 4.20260
H 4.97999 2.33565 2.01749
C -2.34960 -6.58023 2.13173
H 4.61096 0.74233 2.65558
H -2.22708 -0.35795 1.97138
C 0.83605 0.72299 1.00629
H 0.39417 -0.22046 2.67312
H 0.85708 4.33283 4.52524
C 0.58241 3.33743 4.87471
C 1.49058 1.31991 -1.47618
N 0.83758 -0.07211 -1.39857
C -1.30031 0.35843 -0.21436
H -4.92040 -7.97587 0.42937
H 2.37422 0.13452 2.44944
H 2.50308 1.20522 -1.10932
O 3.44972 3.26589 -1.11399
S -0.96982 3.39992 2.51846
Cl 2.26076 -1.14166 -1.59762
```

---

Record 2
# C28H44BrCuN3P2S

A molecular structure, C28H44BrCuN3P2S (ωB97M-V/def2-TZVPD, OMol25).

The expectation value of S² is 0.77. The frontier orbital gap (spin up / spin down) is 3.2423 / 5.4872 eV. The value obtained for the LUMO energy (spin up / spin down) is -0.2481 / -0.2481 Eh. Its energy above the lowest of the compared OMol25 structures with the same formula, charge and spin is 0.0 kJ/mol. Its spin multiplicity is 2. The calculation puts the HOMO energy (spin up / spin down) at -9.994 / -12.239 eV. As for the net charge: +2.

```
80
C28H44BrCuN3P2S ωB97M-V/def2-TZVPD
H 0.19469 1.41227 -0.37797
H -0.32530 4.97708 1.77616
N -0.10379 -2.69658 1.44085
C -2.79073 1.56620 -3.86578
H 1.65869 6.11484 -2.96224
C -5.55679 1.91237 -6.44899
C -1.51331 1.11568 -3.34815
C -1.52693 4.86516 -3.03063
H -1.96373 4.42013 2.15221
H -2.65992 1.81172 0.61274
H -5.66383 2.99168 -6.32249
H 0.26157 1.39502 4.18004
C -0.71190 0.26667 2.64395
H 2.87272 5.41555 -1.87555
C -0.38073 0.91642 -4.17383
H 1.83978 6.72956 -1.29465
N -6.24252 -0.03233 -7.66081
C 0.03635 1.22106 -1.44263
H -2.55235 4.39612 -2.93565
H -2.46030 3.84151 -0.16330
C -4.74868 -0.29220 -5.82030
C -4.65939 1.20976 1.22230
C -1.25315 1.20427 -1.96447
H -2.07908 1.29896 -1.26232
C 1.92666 -2.39265 0.34452
H -4.21073 -1.46538 2.24819
H 1.35738 -4.20954 1.41846
H 0.94561 -0.98674 -0.99584
C -3.49453 -0.97467 4.24432
H -0.82126 -2.98082 2.09910
H -1.46289 1.18953 4.49771
C 0.92194 1.02413 -3.68366
H 0.93332 3.85874 -2.02253
H -6.86605 1.87588 -8.19909
P -2.28634 -0.15516 1.87867
H 1.15401 4.50101 -0.38171
Br 2.83599 1.34777 -1.61207
H -1.72500 5.95373 1.28887
H -4.84208 0.83590 0.20349
H -2.00055 6.08276 -4.77260
H -0.55166 0.72330 -5.22529
H 2.35771 -3.09764 -0.36962
C 1.16180 1.11766 -2.30109
H -0.02139 0.55801 1.83547
C -0.31925 -1.84811 0.42875
C 0.87223 4.77225 -1.41378
H -2.30630 6.88041 -3.21296
H -2.75562 -2.33525 2.71956
C -6.26437 1.29015 -7.49411
H -5.49765 -1.89494 -7.07554
H -2.56511 -0.98772 4.82740
H -0.81983 4.16560 -3.49505
H -2.97190 2.04467 2.33242
H -4.16423 -0.95368 -5.17555
H 1.71550 -2.83989 2.48636
C 1.28347 -3.12038 1.51663
C -3.83326 1.68219 -4.64593
H 2.72852 -1.71592 0.66213
Cu -3.50407 3.26168 -3.75066
C -0.72689 1.36725 3.70629
C -1.35418 4.92377 1.38845
H -0.75900 3.30088 0.05647
H -0.31272 -0.66307 3.07628
C -3.15825 1.36724 1.48670
S -1.89749 -1.16350 0.05438
C -5.50345 -0.81424 -6.87926
P -0.92475 5.23392 -1.36421
H -3.96199 0.01197 4.35887
H -0.64224 6.72138 -3.82148
H 1.76810 1.06762 -4.36389
C -1.61756 6.21789 -3.75775
H -5.14121 2.19509 1.30452
C -3.25703 -1.35427 2.78524
C -1.43298 4.17101 0.04689
N 0.81631 -1.66773 -0.24866
H -0.89930 2.36382 3.28082
H -4.17102 -1.71283 4.69173
H -5.15116 0.53355 1.93931
C -4.73972 1.10636 -5.62145
C 1.85587 5.82916 -1.92208
```

---

Record 3
# C28H44BrNOP2Pb

A molecular structure, C28H44BrNOP2Pb (ωB97M-V/def2-TZVPD, OMol25).

The frontier orbital gap is 6.0022 eV. The value obtained for the LUMO energy is -0.2849 Eh. The calculation puts the HOMO energy at -13.755 eV. As for the net charge: +2.

```
78
C28H44BrNOP2Pb ωB97M-V/def2-TZVPD
H 1.37860 0.64294 -2.14910
C -3.21632 -0.95087 -4.00501
C 2.06817 -0.21324 -2.05053
C -4.22606 -3.30611 -1.70930
C 3.87914 -2.71156 -1.11415
C 0.31025 0.17297 4.35798
C -0.27270 3.46057 -1.54512
C 2.75134 -2.32292 -0.14900
H -3.96726 4.75432 -0.36211
H 1.91274 4.50077 -0.17158
C -2.59037 3.08491 -0.41190
C -2.78746 -0.60117 -2.58544
C -3.20695 1.11936 0.93385
C 1.36766 3.42131 -3.36490
H -1.09381 1.78606 4.44449
H 2.98948 1.48969 -0.01979
H 2.17202 -0.37539 5.25699
C -2.37041 1.77293 0.04910
H -4.11342 -3.78637 -2.69274
H -4.81000 -2.38347 -1.82486
C -1.32058 -4.02560 -3.56236
H 4.83316 -0.76245 1.07416
H 0.21951 -2.91128 -2.54723
C -1.46844 3.58052 -1.18260
H 0.99283 -1.69784 5.16716
H 4.23140 4.58059 -1.13282
H -3.77708 -0.12403 -4.44593
H -3.87155 -1.82235 -4.06491
H 4.79957 -2.13108 -0.95880
H 1.61345 -1.04313 -2.61423
C 2.70251 3.50239 -3.77709
C 3.13712 0.52519 0.49800
C 1.11578 -0.62114 5.31290
H -1.45841 1.27958 -0.31521
C 3.40825 4.20821 -1.73504
O 0.64354 0.27644 3.13467
H 5.15000 0.97613 1.11675
H -0.57234 -4.48553 -4.21503
P 1.93764 -0.67154 -0.25690
H 4.13887 -3.76337 -0.94269
C 1.07908 3.65948 -2.00929
H 0.80181 -0.41794 6.33364
H -2.32286 -4.02513 -0.93794
H 3.08645 -2.44228 0.89376
H -1.52744 -4.76363 -2.78171
C -0.75797 -2.71362 -3.02620
H -2.21234 0.33934 -2.60458
N 3.71723 3.80859 -2.96830
H 3.56655 -2.62712 -2.16201
H -2.38468 -1.12456 -4.68702
H -4.82440 -3.98291 -1.08288
H -0.99609 0.81841 5.90454
H 1.91377 -3.03138 -0.27860
P -1.68637 -1.80258 -1.69272
C 4.63450 0.18482 0.55119
H -3.67905 -0.42377 -1.96281
H 3.24096 0.32126 -3.77380
H 2.74621 0.65002 1.52454
C -2.88476 -3.07683 -1.00804
H 0.57294 3.14269 -4.07168
C -3.78356 3.73054 -0.01308
C -0.96749 0.76621 4.81900
Pb -0.69286 -0.59394 1.49864
H 4.19830 -0.57003 -2.60086
C 2.11482 4.17400 -1.20148
C -4.37833 1.77487 1.33217
H -1.84616 0.17950 4.50819
H -5.64656 3.53630 1.14228
H -0.58936 -2.00879 -3.85663
C 3.40240 0.17892 -2.69699
H 2.96200 3.29878 -4.81180
Br -5.40448 0.78079 2.59577
H -2.97146 0.11531 1.30693
H 5.11121 0.15266 -0.44217
H 3.77868 1.14138 -2.32783
H -2.22486 -3.89158 -4.16722
C -4.70510 3.05479 0.83424
H -3.06907 -2.73249 0.02976
```

---

For each record above, in turn, the calculated strongest force on any atom values are 1.5; 3.1; 3.8 eV Å⁻¹.